No. 1
{
  "formula": "C18H23N3O3",
  "method": "wB97M-V/def2-TZVPD",
  "symbols": ["H", "H", "H", "C", "H", "H", "H", "C", "O", "H", "H", "C", "H", "H", "H", "O", "H", "H", "N", "C", "N", "H", "C", "C", "H", "C", "C", "H", "C", "C", "C", "H", "C", "H", "H", "H", "C", "C", "C", "C", "O", "H", "H", "H", "C", "C", "N"],
  "positions_angstrom": [[-4.230274, -1.526006, -0.934577], [-2.864837, -1.982242, 1.890190], [4.633946, 0.772894, 1.941266], [0.044667, -2.974249, 0.285073], [-2.909770, -3.112369, 0.230990], [-2.681176, 3.882476, -0.837798], [5.009929, 0.657384, 0.216879], [2.078491, 1.824501, 0.850915], [-0.062866, 4.215496, -1.171478], [-1.610543, 2.187911, 1.212348], [-0.561352, -3.562495, 0.889446], [-3.946926, 0.358826, 0.192110], [2.967910, -0.433406, 0.010633], [0.987304, -0.017739, 1.015257], [-2.396757, 2.206778, -1.846303], [-4.804376, 0.896983, 0.749785], [0.163153, -0.694792, -1.798207], [2.829433, -3.789572, -1.435353], [0.367414, 2.105498, -0.855473], [1.132278, -3.889941, -0.123886], [-1.578362, -0.062736, -0.030484], [1.463853, -4.704943, 0.652025], [1.584524, -2.125049, -1.793660], [-2.753806, -1.877908, 0.525324], [2.002265, 1.132521, -1.301325], [1.920798, -3.450058, -1.180635], [4.093538, 0.958741, 0.938031], [-5.047028, -1.625347, 0.532248], [3.151509, -0.258698, 0.985274], [1.844323, 0.618094, 1.216899], [1.670928, 1.867649, -0.917239], [-0.210421, 1.116950, -0.606429], [-1.682432, -1.334336, 0.121593], [1.708078, 2.735465, 1.334705], [3.232341, -1.053872, 1.821335], [2.086842, 3.099653, -1.254605], [0.366311, -1.534061, -1.564426], [-0.397605, 3.102534, -1.012588], [-4.037413, -1.477586, 0.119927], [-0.379743, -1.894711, -0.448965], [3.601705, 2.175665, 0.721995], [1.729928, 0.742276, 2.325327], [2.035587, -1.648352, -2.530553], [-3.250534, 2.482274, 0.753129], [-2.081479, 2.875916, -0.788584], [-2.465913, 2.254094, 0.461120], [-2.753429, 0.759871, 0.438755]],
  "forces_ev_per_a": [[0.358, -0.794, -0.853], [0.902, 0.439, -3.799], [-0.415, 1.305, -0.762], [2.142, -3.322, -2.312], [1.504, 2.827, 1.032], [1.787, -1.636, -0.324], [-1.964, 0.990, 0.976], [2.815, 11.227, -9.162], [1.563, 4.059, -1.086], [-1.228, 1.192, -0.584], [-1.517, 0.149, 1.963], [-0.204, -7.177, 1.416], [-0.081, -2.596, -3.195], [-0.452, 0.686, -0.914], [0.545, 1.827, 3.207], [-6.122, 3.269, 0.769], [-2.420, 10.742, -4.678], [2.948, -1.847, -0.861], [-5.415, -9.238, 0.512], [0.532, 1.890, 1.354], [-2.253, 2.511, 0.739], [-0.849, 1.341, -2.070], [-3.157, -4.531, 3.132], [-8.771, -12.242, 8.195], [4.240, -9.555, -5.484], [-3.180, 4.326, 0.604], [7.093, -4.971, 1.704], [1.111, -0.400, 0.864], [-1.748, 3.043, 2.668], [-0.820, -9.721, 7.669], [0.819, 16.182, 8.306], [1.261, 3.262, -0.745], [10.063, 6.935, -5.572], [-0.476, -0.539, -0.337], [0.294, 1.240, -2.039], [-0.373, -4.199, 0.564], [2.643, -8.637, 5.254], [-5.788, 1.215, 1.076], [-3.358, 6.809, -2.949], [-1.257, -3.428, 2.374], [-3.484, -0.666, 0.785], [0.066, -0.863, 0.014], [3.149, 1.379, -3.243], [-12.597, 5.129, 5.539], [1.052, 0.311, -5.154], [13.283, -7.749, -2.253], [7.759, -0.171, -2.340]],
  "nbo_charge": [0.21, 0.26, 0.14, -0.22, 0.25, 0.25, 0.16, 0.10, -0.63, 0.21, 0.21, 0.67, 0.19, 0.26, 0.21, -0.59, 0.18, 0.21, -0.69, -0.19, -0.26, 0.23, -0.16, -0.46, 0.14, -0.19, -0.07, 0.26, -0.41, -0.52, -0.15, 0.43, 0.20, 0.22, 0.24, 0.22, -0.19, 0.71, -0.48, -0.03, -0.51, 0.21, 0.20, 0.18, -0.51, -0.19, -0.31],
  "energy_ha": -1089.041383,
  "fmax_ha_per_bohr": 0.354,
  "relative_energy_ev": 20.699
}

=====

No. 2
{
  "formula": "C4H11N3O2",
  "method": "wB97M-V/def2-TZVPD",
  "symbols": ["H", "H", "H", "H", "C", "C", "O", "H", "H", "H", "C", "N", "N", "O", "H", "H", "H", "N", "H", "C"],
  "positions_angstrom": [[-1.861346, 1.067212, 2.956866], [0.821309, 1.043850, 1.115775], [0.059694, -1.827922, -2.158347], [3.257009, -1.337309, -2.237648], [1.206434, 1.033663, 0.105891], [1.530782, -0.807180, -1.380829], [-2.531561, 1.303121, -0.140587], [-3.202988, 1.855561, 2.557232], [2.289389, 1.229241, 0.020392], [-3.265486, 0.077731, 2.675843], [-2.334289, 0.702044, 0.858850], [1.033215, -1.996117, -1.972584], [0.811627, -0.226592, -0.514103], [-1.962824, -0.668158, 0.812835], [1.165577, -2.885595, -1.525914], [0.907975, 1.874774, -0.514440], [3.379011, 0.001213, -1.150136], [2.832796, -0.557694, -1.787177], [-1.424271, -0.797453, 0.003712], [-2.712053, 0.915614, 2.274378]],
  "forces_ev_per_a": [[0.400, -0.745, -0.560], [0.119, 0.386, 0.129], [-0.310, -0.409, 0.049], [0.387, -0.218, -0.220], [1.042, -0.372, -1.526], [0.757, -1.506, 0.942], [0.434, 1.334, -0.330], [-0.567, -0.197, -0.996], [0.108, -0.447, 0.911], [-0.094, -0.200, -0.215], [-0.802, -3.712, 0.195], [-0.441, 0.652, -1.307], [-0.375, 0.819, -0.196], [0.593, 1.439, -0.338], [0.289, 0.100, 0.453], [-1.039, 0.173, 0.228], [0.232, -0.138, -0.209], [-0.948, 0.872, 0.679], [-0.132, 0.149, 0.284], [0.347, 2.015, 2.027]],
  "nbo_charge": [0.24, 0.21, 0.38, 0.40, -0.44, 0.58, -0.55, 0.23, 0.16, 0.25, 0.79, -0.88, -0.55, -0.74, 0.39, 0.21, 0.38, -0.83, 0.51, -0.74],
  "energy_ha": -473.753277,
  "smiles": "CN=C(N)N.CC(=O)O",
  "fmax_ha_per_bohr": 0.074,
  "relative_energy_ev": 1.347
}

=====

Copy entry 2 word for word.
{
  "formula": "C4H11N3O2",
  "method": "wB97M-V/def2-TZVPD",
  "symbols": ["H", "H", "H", "H", "C", "C", "O", "H", "H", "H", "C", "N", "N", "O", "H", "H", "H", "N", "H", "C"],
  "positions_angstrom": [[-1.861346, 1.067212, 2.956866], [0.821309, 1.043850, 1.115775], [0.059694, -1.827922, -2.158347], [3.257009, -1.337309, -2.237648], [1.206434, 1.033663, 0.105891], [1.530782, -0.807180, -1.380829], [-2.531561, 1.303121, -0.140587], [-3.202988, 1.855561, 2.557232], [2.289389, 1.229241, 0.020392], [-3.265486, 0.077731, 2.675843], [-2.334289, 0.702044, 0.858850], [1.033215, -1.996117, -1.972584], [0.811627, -0.226592, -0.514103], [-1.962824, -0.668158, 0.812835], [1.165577, -2.885595, -1.525914], [0.907975, 1.874774, -0.514440], [3.379011, 0.001213, -1.150136], [2.832796, -0.557694, -1.787177], [-1.424271, -0.797453, 0.003712], [-2.712053, 0.915614, 2.274378]],
  "forces_ev_per_a": [[0.400, -0.745, -0.560], [0.119, 0.386, 0.129], [-0.310, -0.409, 0.049], [0.387, -0.218, -0.220], [1.042, -0.372, -1.526], [0.757, -1.506, 0.942], [0.434, 1.334, -0.330], [-0.567, -0.197, -0.996], [0.108, -0.447, 0.911], [-0.094, -0.200, -0.215], [-0.802, -3.712, 0.195], [-0.441, 0.652, -1.307], [-0.375, 0.819, -0.196], [0.593, 1.439, -0.338], [0.289, 0.100, 0.453], [-1.039, 0.173, 0.228], [0.232, -0.138, -0.209], [-0.948, 0.872, 0.679], [-0.132, 0.149, 0.284], [0.347, 2.015, 2.027]],
  "nbo_charge": [0.24, 0.21, 0.38, 0.40, -0.44, 0.58, -0.55, 0.23, 0.16, 0.25, 0.79, -0.88, -0.55, -0.74, 0.39, 0.21, 0.38, -0.83, 0.51, -0.74],
  "energy_ha": -473.753277,
  "smiles": "CN=C(N)N.CC(=O)O",
  "fmax_ha_per_bohr": 0.074,
  "relative_energy_ev": 1.347
}